(1)
Molecular formula: C35H84F6O13Zn
Method: DFT, the ωB97M-V functional and the def2-TZVPD basis

Geometry (Å):
Zn1 18.44 11.54 4.35
C1 19.73 10.58 7.24
O1 20.84 11.34 6.81
O2 18.69 10.91 6.35
C2 20.05 9.05 7.53
F1 20.35 8.34 6.43
F2 21.05 8.90 8.44
F3 18.99 8.45 8.06
C3 21.89 11.63 7.81
C4 22.84 12.66 7.20
H1 22.28 13.50 6.79
H2 23.49 13.12 7.95
H3 23.45 12.17 6.44
H4 22.43 10.71 8.05
H5 21.54 12.07 8.74
H6 19.48 10.98 8.23
C5 18.24 14.26 4.09
O3 18.47 13.25 3.08
O4 17.50 13.48 5.02
C6 19.65 14.81 4.50
F4 20.55 13.82 4.80
F5 20.20 15.36 3.47
F6 19.71 15.71 5.43
C7 18.70 13.76 1.75
C8 18.60 12.65 0.74
H7 19.04 12.97 -0.21
H8 19.21 11.82 1.09
H9 17.62 12.25 0.50
H10 19.69 14.19 1.68
H11 17.96 14.49 1.41
H12 17.63 15.04 3.65
C9 15.65 9.40 7.11
C10 15.37 10.85 7.68
C11 15.70 10.98 9.13
O5 16.08 11.79 6.95
H13 16.70 9.15 7.03
H14 15.24 9.34 6.10
H15 15.12 8.71 7.77
H16 14.31 11.09 7.63
H17 16.69 10.65 9.44
H18 14.96 10.40 9.69
H19 15.50 11.97 9.54
H20 16.94 11.36 6.87
C12 24.12 10.43 12.02
C13 24.80 11.77 11.86
C14 24.42 12.56 10.57
O6 24.43 12.57 12.97
H21 23.03 10.46 12.07
H22 24.42 9.81 12.86
H23 24.25 9.84 11.11
H24 25.88 11.59 11.83
H25 23.36 12.82 10.47
H26 24.70 12.03 9.66
H27 24.86 13.55 10.60
H28 23.47 12.64 12.91
C15 20.11 10.60 11.69
C16 19.23 10.33 12.88
C17 19.08 8.89 13.22
O7 19.96 10.95 13.91
H29 20.92 9.87 11.72
H30 20.56 11.58 11.58
H31 19.61 10.46 10.74
H32 18.26 10.81 12.86
H33 19.99 8.32 13.39
H34 18.47 8.35 12.49
H35 18.53 8.78 14.16
H36 19.45 10.79 14.70
C18 24.56 6.42 6.16
C19 23.35 6.13 7.00
C20 22.15 5.83 6.03
O8 23.66 5.03 7.85
H37 25.47 6.37 6.76
H38 24.51 7.36 5.63
H39 24.59 5.60 5.44
H40 23.09 6.93 7.70
H41 21.27 5.41 6.52
H42 22.40 5.08 5.29
H43 21.98 6.77 5.51
H44 23.79 4.24 7.31
C21 26.22 12.72 4.83
C22 27.06 13.90 4.29
C23 27.77 13.61 2.95
O9 26.19 15.01 4.08
H45 25.19 12.85 4.48
H46 26.22 12.87 5.91
H47 26.66 11.76 4.55
H48 27.80 14.08 5.06
H49 27.15 13.46 2.07
H50 28.38 12.72 3.09
H51 28.40 14.44 2.63
H52 25.89 15.30 4.95
C24 20.96 9.16 2.19
C25 20.87 9.71 3.59
C26 22.26 9.83 4.19
O10 20.30 11.03 3.51
H53 21.80 9.46 1.57
H54 20.00 9.33 1.69
H55 20.92 8.07 2.17
H56 20.19 9.07 4.16
H57 22.75 8.87 4.28
H58 22.39 10.29 5.17
H59 22.85 10.37 3.45
H60 20.88 11.35 2.81
C27 16.98 7.03 9.86
C28 15.54 6.88 10.44
C29 15.00 5.43 10.53
O11 15.51 7.39 11.71
H61 17.80 6.58 10.42
H62 17.25 8.09 9.86
H63 17.02 6.58 8.87
H64 14.89 7.54 9.87
H65 15.03 4.87 9.60
H66 13.97 5.49 10.89
H67 15.65 4.87 11.21
H68 16.19 6.90 12.17
C30 18.70 15.83 8.18
C31 18.28 14.39 8.31
C32 18.70 13.87 9.66
O12 16.87 14.27 8.06
H69 18.26 16.22 7.26
H70 19.78 15.87 8.05
H71 18.36 16.41 9.04
H72 18.72 13.79 7.51
H73 18.56 14.57 10.49
H74 19.73 13.52 9.66
H75 18.04 13.01 9.84
H76 16.38 14.29 8.88
C33 23.11 16.42 7.71
C34 23.99 16.49 6.47
C35 24.37 17.93 6.13
O13 25.13 15.63 6.58
H77 23.60 17.01 8.49
H78 23.03 15.42 8.13
H79 22.13 16.86 7.53
H80 23.33 16.05 5.72
H81 23.50 18.58 6.03
H82 24.94 18.06 5.21
H83 24.99 18.29 6.95
H84 25.54 15.81 7.43

Properties
Charge   0
Energy relative to the best compared isomer or geometry (same formula, charge and spin)   0.000 eV
M   892.422 g/mol
E   -128994.251 eV
Gap between HOMO and LUMO   0.2833 hartree
LUMO   -0.93 eV

---

(2)
Molecular formula: C33H78N4O3
Method: DFT, the ωB97M-V functional and the def2-TZVPD basis

Geometry (Å):
C1 -0.02 -1.27 -4.08
C2 -1.48 -1.05 -3.76
N1 -1.76 -0.31 -2.55
C3 -1.24 1.11 -2.75
C4 -2.20 1.95 -3.53
C5 -3.10 -0.56 -2.04
C6 -3.20 -0.06 -0.54
H1 0.20 -2.12 -4.72
H2 0.48 -1.36 -3.12
H3 0.49 -0.42 -4.54
H4 -2.11 -0.57 -4.52
H5 -1.91 -2.03 -3.58
H6 -1.04 1.59 -1.79
H7 -0.28 1.06 -3.27
H8 -2.35 1.70 -4.58
H9 -3.21 1.94 -3.11
H10 -1.91 3.00 -3.49
H11 -3.43 -1.59 -1.95
H12 -3.74 0.04 -2.70
H13 -2.99 1.00 -0.42
H14 -2.46 -0.65 0.01
H15 -4.18 -0.30 -0.14
C7 1.18 2.08 0.92
C8 -0.35 1.86 1.22
N2 -0.72 0.46 1.55
C9 -0.13 0.02 2.88
C10 -0.56 0.88 4.01
C11 -0.52 -0.49 0.42
C12 -1.34 -1.82 0.69
H16 1.57 1.47 0.11
H17 1.92 1.73 1.64
H18 1.45 3.11 0.69
H19 -0.79 2.53 1.96
H20 -0.95 2.01 0.32
H21 -0.50 -0.95 3.22
H22 0.94 -0.13 2.77
H23 -0.19 0.49 4.96
H24 -0.32 1.92 3.80
H25 -1.64 0.81 4.15
H26 0.54 -0.73 0.47
H27 -0.88 -0.05 -0.52
H28 -1.02 -2.22 1.65
H29 -1.08 -2.62 0.00
H30 -2.43 -1.74 0.60
C13 5.98 1.23 -0.94
C14 4.88 1.99 -0.27
N3 3.92 2.69 -1.10
C15 3.18 3.73 -0.34
C16 4.08 4.94 -0.12
C17 2.92 1.83 -1.75
C18 2.11 2.46 -2.90
H31 6.05 1.68 -1.93
H32 5.85 0.16 -1.12
H33 6.91 1.33 -0.37
H34 4.39 1.28 0.39
H35 5.39 2.68 0.40
H36 2.28 4.14 -0.80
H37 2.92 3.41 0.67
H38 3.59 5.79 0.35
H39 4.85 4.73 0.62
H40 4.58 5.24 -1.04
H41 2.28 1.33 -1.03
H42 3.49 1.02 -2.21
H43 1.29 3.03 -2.45
H44 1.74 1.66 -3.55
H45 2.65 3.19 -3.50
C19 -5.28 -4.87 -0.20
C20 -4.59 -3.87 -1.09
N4 -3.11 -4.12 -1.13
C21 -2.35 -3.32 -0.27
C22 -2.98 -3.03 1.14
C23 -2.59 -4.43 -2.47
C24 -3.19 -5.65 -3.16
H46 -5.10 -5.89 -0.55
H47 -6.35 -4.65 -0.20
H48 -4.90 -4.82 0.82
H49 -5.01 -3.89 -2.09
H50 -4.83 -2.89 -0.68
H51 -2.08 -2.38 -0.75
H52 -1.40 -3.79 0.00
H53 -2.25 -2.40 1.65
H54 -3.06 -3.95 1.72
H55 -3.86 -2.38 1.08
H56 -2.74 -3.62 -3.19
H57 -1.51 -4.60 -2.52
H58 -2.96 -5.76 -4.22
H59 -3.07 -6.60 -2.63
H60 -4.27 -5.46 -3.15
C25 3.39 0.54 4.08
C26 2.36 1.51 4.67
O1 1.73 1.14 5.61
C27 2.05 2.84 4.08
H61 3.39 0.77 3.01
H62 3.01 -0.45 4.34
H63 4.37 0.75 4.51
H64 1.65 2.64 3.09
H65 2.97 3.41 3.94
H66 1.35 3.37 4.73
C28 0.56 -5.78 -0.26
C29 1.11 -4.79 0.79
O2 2.25 -4.81 1.18
C30 0.12 -3.77 1.50
H67 1.28 -6.46 -0.70
H68 0.08 -5.14 -1.00
H69 -0.15 -6.47 0.20
H70 -0.55 -4.39 2.10
H71 -0.63 -3.29 0.87
H72 0.70 -3.08 2.10
C31 0.52 4.33 2.47
C32 0.79 5.83 2.52
O3 0.47 6.45 3.50
C33 1.25 6.44 1.23
H73 -0.55 4.11 2.48
H74 1.15 3.87 3.24
H75 0.82 3.94 1.49
H76 0.35 6.55 0.63
H77 1.86 5.70 0.71
H78 1.73 7.40 1.44

Properties
Charge   0
Energy relative to the best compared isomer or geometry (same formula, charge and spin)   17.628 eV
M   579.012 g/mol
E   -47569.838 eV
Gap between HOMO and LUMO   0.3133 hartree
LUMO   0.50 eV

---

(3)
Molecular formula: C11H14FN2
Method: DFT, the ωB97M-V functional and the def2-TZVPD basis

Geometry (Å):
N1 -1.36 -0.54 1.84
C1 -1.17 -0.91 0.36
C2 -2.54 -1.09 -0.37
N2 -3.09 0.26 -0.25
C3 -2.42 1.29 -1.04
C4 -0.89 1.32 -0.83
C5 -0.18 0.33 -0.26
C6 1.26 0.14 -0.05
C7 2.07 1.11 0.55
C8 3.40 0.95 0.51
C9 4.03 -0.22 0.08
F1 5.42 -0.39 0.29
C10 3.26 -1.18 -0.52
C11 1.88 -0.95 -0.63
H1 -1.02 -1.27 2.50
H2 -0.88 0.31 1.93
H3 -2.39 -0.23 2.00
H4 -0.47 -1.71 0.25
H5 -2.58 -1.25 -1.41
H6 -3.15 -1.79 0.18
H7 -4.02 0.30 -0.51
H8 -2.84 2.25 -0.86
H9 -2.48 1.09 -2.17
H10 -0.49 2.11 -1.43
H11 1.83 2.00 1.07
H12 3.90 1.75 1.02
H13 3.62 -2.04 -1.06
H14 1.29 -1.65 -1.18

Properties
Charge   +1
Energy relative to the best compared isomer or geometry (same formula, charge and spin)   3.859 eV
SMILES string   [NH3+][C@H]1CNCC=C1c1ccc(F)cc1
M   193.245 g/mol
E   -17323.406 eV
Gap between HOMO and LUMO   0.3342 hartree
LUMO   -3.18 eV

---

The lowest E belongs to which entry? C35H84F6O13Zn